# 1
# C17H31F3O

C17H31F3O in the gas phase (the ωB97M-V functional and the def2-TZVPD basis, the OMol25 dataset).

## Properties
HOMO level, eV: -10.623
Total charge: 0
2S+1: 1
Energy above the lowest of the compared OMol25 structures with the same formula, charge and spin, kcal/mol: 1.31
Electronic energy, eV: -28332.9589
Frontier orbital gap, eV: 11.25

The geometry in XYZ format:
```
52
Properties=species:S:1:pos:R:3:forces:R:3
C -3.940834 -4.268879 -0.675771 -0.191 0.128 -0.108
C -5.082003 -3.258382 -0.691036 0.031 -0.034 0.249
C -4.925513 -2.157842 0.358935 0.079 0.003 -0.381
C -3.760244 -1.211542 0.077062 -0.303 0.049 0.350
C -3.698058 -0.080682 1.101736 0.350 -0.089 -0.123
C -2.481826 0.829397 0.926865 -0.307 0.027 -0.124
C -2.530554 1.655850 -0.357594 0.167 0.153 0.257
C -1.457897 2.744439 -0.412211 0.001 -0.342 -0.161
C -0.040662 2.190452 -0.544012 -0.093 0.458 0.109
C 0.992807 3.312023 -0.631181 0.117 -0.298 -0.195
C 2.407658 2.817958 -0.934123 -0.176 0.076 0.329
C 3.000247 1.953032 0.176882 0.216 0.095 -0.403
C 4.459695 1.604782 -0.110837 -0.106 -0.044 0.322
C 5.121489 0.783230 0.996968 -0.057 -0.111 -0.222
C 4.564485 -0.636409 1.100632 0.281 0.613 0.172
C 4.947737 -1.492596 -0.062973 -0.480 -0.570 0.123
O 5.775235 -1.274016 -0.896231 0.037 0.035 -0.008
C 4.123685 -2.820627 -0.107825 0.018 -0.401 -0.269
F 4.515866 -3.643673 -1.074532 0.121 0.148 -0.033
F 4.215703 -3.487506 1.055799 0.159 0.117 0.136
F 2.818053 -2.562806 -0.298365 -0.045 0.241 -0.061
H -2.999366 -3.800295 -0.949596 0.149 -0.014 -0.013
H -4.137415 -5.071010 -1.383704 0.069 -0.107 -0.042
H -3.833433 -4.705468 0.315007 0.059 -0.080 0.105
H -5.151024 -2.803596 -1.681992 -0.092 0.010 -0.041
H -6.020792 -3.785832 -0.504585 -0.034 0.018 -0.091
H -4.790196 -2.616358 1.341633 -0.045 0.006 0.092
H -5.848733 -1.573398 0.393557 -0.022 0.024 0.092
H -2.820036 -1.764745 0.104906 0.106 -0.005 -0.078
H -3.876691 -0.795393 -0.925123 0.059 -0.022 -0.110
H -3.664678 -0.518984 2.102747 -0.088 -0.006 0.038
H -4.609810 0.518345 1.036702 -0.072 0.018 0.058
H -1.578628 0.216672 0.939721 0.089 -0.008 0.087
H -2.433203 1.512511 1.779000 0.102 0.029 0.039
H -2.415675 1.001753 -1.223459 -0.074 -0.015 -0.105
H -3.511984 2.131698 -0.427674 -0.084 -0.052 -0.058
H -1.522027 3.359750 0.488743 -0.024 0.093 0.022
H -1.660820 3.393795 -1.267798 0.026 0.092 0.020
H 0.179466 1.558184 0.316068 0.038 -0.133 0.000
H 0.021005 1.571660 -1.442359 0.021 -0.121 -0.041
H 0.998565 3.870530 0.308027 -0.021 0.097 0.028
H 0.692968 4.004162 -1.422028 -0.056 0.079 0.035
H 2.398583 2.247561 -1.865717 0.047 0.009 -0.098
H 3.054115 3.685881 -1.086350 0.072 -0.018 -0.072
H 2.937202 2.491571 1.125720 -0.055 -0.013 0.110
H 2.410201 1.040476 0.267354 -0.067 -0.051 0.111
H 4.526946 1.061135 -1.054568 0.051 0.045 -0.095
H 5.023047 2.532654 -0.229281 0.016 0.020 -0.093
H 6.192661 0.719880 0.798940 0.018 0.015 0.101
H 4.981015 1.286615 1.954893 0.059 0.009 0.039
H 3.476612 -0.631839 1.198526 0.025 -0.116 0.030
H 4.957032 -1.134131 1.994503 -0.091 -0.061 -0.030
```
Positions in Å, forces in eV/Å.


# 2
# C4H7N2S

A gas-phase ion, C4H7N2S (charge +1) at a distorted geometry (the ωB97M-V functional and the def2-TZVPD basis, the OMol25 dataset).

## Properties
HOMO level (alpha / beta), eV: -11.066 / -12.640
Total charge: +1
2S+1: 1
Energy above the lowest of the compared OMol25 structures with the same formula, charge and spin, kcal/mol: 119.94
Electronic energy, eV: -18065.1910
Frontier orbital gap (alpha / beta), eV: 5.05 / 7.99

The geometry in XYZ format:
```
14
Properties=species:S:1:pos:R:3:forces:R:3
C 1.082882 0.091842 0.232396 -1.670 -0.097 -0.062
C -2.161611 0.343228 0.054017 -0.767 -0.427 0.227
C -1.160630 1.312301 0.209481 1.011 1.113 0.474
C -0.121502 -1.948096 -0.290759 -1.032 1.729 -0.496
N 0.140015 0.916313 -0.388087 1.356 -0.544 -2.016
N 0.900771 -1.269199 0.278893 -0.464 -0.118 -0.151
S -3.566139 -0.219589 0.027621 -0.491 -0.335 -0.077
H 1.879037 0.560890 0.793437 0.058 -0.477 0.216
H -1.561689 2.336928 -0.088465 0.965 -1.161 0.063
H -0.809403 1.358940 1.225622 -0.871 0.388 1.018
H -0.460984 -2.985806 -0.306630 1.342 0.050 0.866
H -0.883397 -1.332941 -0.811550 1.101 -0.206 0.184
H 0.078005 0.743563 -1.393804 -0.108 0.039 0.366
H 1.597727 -1.760191 0.861909 -0.431 0.047 -0.612
```
Positions in Å, forces in eV/Å.


# 3
# C12H24N3O4P

2 unconnected molecules or ions with the total composition C12H24N3O4P at a distorted geometry (the ωB97M-V functional and the def2-TZVPD basis, the OMol25 dataset).

## Properties
HOMO level (alpha / beta), eV: -11.489 / -12.229
Total charge: +1
2S+1: 2
Electronic energy, eV: -34775.7908
Frontier orbital gap (alpha / beta), eV: 7.55 / 8.29

The geometry in XYZ format:
```
44
Properties=species:S:1:pos:R:3:forces:R:3
O 6.938995 -2.581736 -0.812390 -1.024 1.516 0.098
P 6.620760 -1.203095 -0.417554 3.459 -1.931 0.778
O 7.114491 -0.922392 1.158665 -2.102 1.021 -2.629
O 7.396754 -0.062049 -1.329048 -2.457 -0.680 2.022
N 4.869115 -0.907112 -0.380008 2.406 0.578 -0.336
C 4.428861 0.432898 -0.427046 -4.836 -2.244 0.522
C 2.993762 0.245013 -0.329379 2.828 0.448 -0.131
N 2.752246 -1.136008 -0.248644 0.848 -0.009 0.040
C 3.911580 -1.870195 -0.277367 -0.564 3.030 -0.155
H 6.598523 -0.125593 1.419948 0.671 -0.494 0.655
H 7.297457 0.788730 -0.847118 0.613 -0.239 -0.635
H 5.021750 1.370792 -0.493675 -0.451 -1.236 -0.021
H 2.237277 1.055060 -0.308252 0.347 -1.172 -0.028
H 1.823777 -1.558683 -0.148915 0.172 0.311 -0.100
H 4.083087 -2.966840 -0.233431 -0.226 1.094 -0.067
C -2.601754 1.719289 -1.507608 -0.117 0.313 0.158
C -2.488485 0.205067 -1.179419 -0.616 1.490 -1.682
C -3.875536 -0.385872 -0.852858 -0.059 -0.321 0.544
C -4.391666 -0.053737 0.545350 0.043 -0.004 -0.159
C -3.337234 -0.374956 1.597727 -0.343 -0.196 -0.277
C -1.995867 0.313953 1.312945 0.106 1.499 1.548
N -1.503543 0.027517 -0.069074 -0.874 -3.468 0.220
O -1.070813 -1.228650 -0.100126 0.653 1.388 -0.076
C -2.146567 1.833923 1.536067 -0.218 0.248 -0.237
C -0.974497 -0.108861 2.385365 0.271 -0.588 -0.403
C -2.029686 -0.437084 -2.504567 0.568 -0.598 0.470
H -1.735853 2.277383 -1.147154 -0.054 -0.060 0.084
H -2.639105 1.904021 -2.583217 -0.080 -0.239 0.075
H -3.502625 2.173302 -1.089713 0.121 0.003 0.068
H -3.833772 -1.477644 -0.941931 0.184 0.066 -0.033
H -4.605772 -0.049481 -1.594279 0.258 0.077 -0.099
H -4.691572 0.995171 0.599241 0.037 0.030 0.056
H -5.294871 -0.637779 0.742287 0.057 0.069 -0.019
H -3.715374 -0.065419 2.576702 0.283 0.074 -0.005
H -3.205448 -1.460964 1.652313 0.182 0.060 -0.095
H -1.221272 2.364399 1.296480 -0.028 -0.072 -0.025
H -2.380665 2.045540 2.582190 0.087 -0.224 -0.047
H -2.951909 2.286982 0.962333 0.087 -0.048 -0.074
H -0.831211 -1.190151 2.431181 -0.029 0.071 -0.164
H -1.308405 0.201825 3.377015 -0.131 0.123 -0.199
H -0.000574 0.357753 2.205816 -0.051 0.014 -0.027
H -1.035667 -0.085355 -2.792866 -0.013 0.027 0.033
H -2.715101 -0.182183 -3.312314 -0.106 0.193 0.217
H -2.003588 -1.526779 -2.453672 0.098 0.082 0.136
```
Positions in Å, forces in eV/Å.


# 4
# C9H13NO2Tm

A molecular structure, C9H13NO2Tm at a distorted geometry (the ωB97M-V functional and the def2-TZVPD basis, the OMol25 dataset).

## Properties
HOMO level (alpha / beta), eV: -3.152 / -3.133
Total charge: -1
2S+1: 3
Energy above the lowest of the compared OMol25 structures with the same formula, charge and spin, kcal/mol: 94.44
Electronic energy, eV: -44657.0455
Frontier orbital gap (alpha / beta), eV: 6.26 / 6.24

The geometry in XYZ format:
```
26
Properties=species:S:1:pos:R:3:forces:R:3
C -0.435896 1.051982 -2.095707 0.417 1.483 0.198
C 0.975961 1.196570 -1.860402 -0.579 1.387 -0.214
C 1.154157 2.032496 -0.702277 -1.045 1.027 -1.185
C -0.157209 2.403133 -0.217135 0.335 0.588 -1.667
C -1.137415 1.789922 -1.079718 1.013 1.109 -0.869
Tm 0.059869 0.084841 0.054987 0.146 -3.173 2.831
N -1.358295 -1.392375 0.021716 -1.257 0.649 0.397
C -0.357773 -2.344573 -0.494824 -0.557 -1.878 -0.243
C 1.050297 -1.756723 -0.709306 -0.160 -0.110 -0.141
H 2.098949 2.294800 -0.243287 -0.123 -0.086 -0.008
H 1.771804 0.741544 -2.440516 -0.224 0.074 0.171
H -0.364286 2.988782 0.669683 0.026 -0.065 -0.096
H -2.213286 1.852887 -0.962675 0.184 -0.063 -0.006
H -0.893899 0.456819 -2.880353 0.111 0.059 0.271
H 1.393254 -1.771378 -1.727320 0.234 -0.421 -0.377
H -0.309315 -3.192726 0.221234 0.118 0.029 -0.373
H -2.342598 -1.631047 0.024766 0.487 -0.687 -0.309
H 1.785960 -2.061695 0.026244 0.162 -0.262 -0.014
H -0.733535 -2.745123 -1.457098 0.252 -0.089 0.171
C 0.506305 0.289346 4.580422 -0.364 -0.010 -0.918
O 0.058433 0.274505 3.182389 -1.206 0.354 3.537
C 0.919112 0.093897 2.231076 0.950 0.184 -3.332
O 2.126692 -0.057449 2.331707 0.488 -0.035 1.632
H 0.938557 -0.675102 4.807082 0.300 -0.082 0.247
H -0.391700 0.457631 5.166689 -0.019 0.006 0.057
H 1.207155 1.103839 4.703724 0.310 0.010 0.238
```
Positions in Å, forces in eV/Å.


# 5
# C21H20CrF4N5

A molecular structure, C21H20CrF4N5 at a distorted geometry (the ωB97M-V functional and the def2-TZVPD basis, the OMol25 dataset).

## Properties
HOMO level (alpha / beta), eV: -13.991 / -14.243
Total charge: +2
2S+1: 4
Energy above the lowest of the compared OMol25 structures with the same formula, charge and spin, kcal/mol: 15.80
Electronic energy, eV: -68827.2509
Frontier orbital gap (alpha / beta), eV: 5.43 / 5.37

The geometry in XYZ format:
```
51
Properties=species:S:1:pos:R:3:forces:R:3
Cr 0.251092 -0.224853 0.064943 -0.846 0.424 3.132
C 3.136092 -0.117753 -0.299357 0.507 -0.370 -0.432
N 2.099092 0.618247 0.436343 0.009 -0.172 -0.036
C 2.238492 2.045647 0.114843 -0.225 0.632 -0.248
C 2.319692 0.406547 1.889343 -0.239 -0.223 0.984
C 1.025392 0.594647 2.671843 0.569 0.645 0.278
N -0.004408 -0.101353 1.953843 1.699 -0.412 -1.328
C -1.182908 -0.426253 2.506343 -2.295 -0.728 0.734
C -2.064308 -1.170553 1.688643 0.288 0.483 0.852
F -1.576008 -1.388553 0.396043 0.171 -0.058 -0.071
C -3.291408 -1.638153 2.111943 0.084 0.242 0.172
F -4.050308 -2.352553 1.298043 -0.009 -0.054 -0.150
C -3.730608 -1.324253 3.394343 0.367 0.115 -0.144
C -2.920408 -0.547353 4.213543 -0.011 -0.237 -0.509
F -3.350908 -0.204753 5.412243 0.080 0.049 0.099
C -1.670508 -0.101053 3.794343 0.097 -0.124 -0.707
F -0.943808 0.689047 4.590743 -0.030 -0.046 0.137
H 4.134792 0.215547 0.001443 -0.112 0.078 -0.004
H 3.019392 0.039947 -1.372357 0.034 0.008 0.058
H 3.078592 -1.186253 -0.084057 -0.071 0.060 -0.012
H 3.258092 2.391647 0.315243 -0.084 -0.168 0.028
H 1.552092 2.645347 0.710243 -0.032 -0.057 0.016
H 2.026292 2.211247 -0.941657 -0.019 -0.015 0.013
H 3.101192 1.072447 2.267243 0.023 -0.031 -0.190
H 2.655392 -0.624253 2.042443 -0.034 0.112 -0.127
H 0.760692 1.659147 2.753043 0.187 -0.024 0.166
H 1.167992 0.219047 3.690843 -0.024 0.058 -0.196
H -4.695308 -1.659253 3.743943 -0.053 -0.046 -0.007
C 2.006892 -3.288753 -4.068057 -0.085 0.076 0.293
C 1.401392 -2.233553 -4.744557 -0.029 0.022 0.022
C 0.744692 -1.242053 -4.045257 -0.056 0.115 0.293
C 0.683492 -1.314553 -2.642657 0.672 -1.059 -0.907
C 1.276692 -2.395753 -1.964557 -0.276 0.472 0.030
C 1.938392 -3.371253 -2.675957 0.051 -0.116 -0.060
N 0.059892 -0.366553 -1.868057 -1.075 1.098 -1.807
N -0.709908 0.472347 -2.446857 1.247 -1.818 -0.973
C -1.295308 1.362847 -1.619057 -1.018 1.566 1.242
C -2.244408 2.268347 -2.106657 0.623 -0.815 -0.027
C -2.856408 3.127647 -1.216957 0.092 0.135 0.691
C -2.486208 3.085247 0.129043 -0.136 0.079 -0.655
C -1.518608 2.184547 0.531643 0.043 -0.040 0.504
N -0.941208 1.324747 -0.306057 -0.137 0.303 -0.785
H 2.533292 -4.055253 -4.617457 0.006 -0.035 -0.051
H 1.444792 -2.190753 -5.822357 0.032 0.038 -0.054
H 0.293092 -0.397653 -4.544957 -0.007 -0.034 -0.092
H 1.166692 -2.460953 -0.876557 0.122 -0.180 -0.179
H 2.395192 -4.203953 -2.163557 0.009 -0.062 0.040
H -2.490808 2.240047 -3.156357 -0.001 0.035 -0.091
H -3.605008 3.827247 -1.555457 -0.072 0.046 -0.038
H -2.938008 3.745247 0.851243 -0.006 0.058 0.092
H -1.202108 2.141447 1.565043 -0.031 -0.025 0.005
```
Positions in Å, forces in eV/Å.


# 6
# C3H5NO2S

C3H5NO2S in the gas phase at a distorted geometry (the ωB97M-V functional and the def2-TZVPD basis, the OMol25 dataset).

## Properties
HOMO level (alpha / beta), eV: -8.464 / -8.465
Total charge: 0
2S+1: 1
Energy above the lowest of the compared OMol25 structures with the same formula, charge and spin, kcal/mol: 138.57
Electronic energy, eV: -19606.5022
Frontier orbital gap (alpha / beta), eV: 8.14 / 8.14

The geometry in XYZ format:
```
12
Properties=species:S:1:pos:R:3:forces:R:3
O -0.770745 2.310838 -0.794072 0.520 0.561 -0.406
S -1.388525 1.339112 0.092515 -1.340 0.455 1.156
C -1.539211 -0.194885 -1.471532 2.329 0.481 3.072
N -0.495589 -0.896772 -1.074277 -0.062 -0.208 -2.054
C 0.284041 -0.921300 0.177297 -0.157 -1.096 1.589
C 0.790639 0.420630 0.774130 -0.521 -0.189 2.733
O -0.141332 1.183469 1.548831 -2.480 -0.960 -3.468
H -0.216455 -1.692873 -1.669737 -0.300 0.509 0.017
H 1.316290 -1.400933 0.045076 -1.929 -0.342 -0.182
H -0.555083 -1.528692 0.782433 2.856 1.230 -0.104
H 1.563857 0.308416 1.554081 0.220 -0.931 -0.857
H 1.152114 1.072989 0.035256 0.864 0.488 -1.495
```
Positions in Å, forces in eV/Å.